34
Properties=species:S:1:pos:R:3:forces:R:3:nbo_charge:R:1 method="wB97M-V/def2-TZVPD" relative_energy_kj_mol=46.3 charge=0 homo_lumo_gap_ev=3.36 e_homo_ev=-6.115
C 0.471270 2.899408 0.548467 0.195 0.473 0.365 -0.52
H 3.803221 -3.618420 0.393702 -0.195 0.234 0.189 0.23
H 3.212138 -4.147108 2.762753 -0.025 0.097 -0.045 0.23
C 3.315273 -2.867766 1.017932 0.000 -0.162 0.186 -0.22
H -6.658204 -0.973856 -1.422184 0.121 -0.004 -0.021 0.21
C -5.672354 -1.446818 -1.473535 -0.001 -0.212 -0.011 -0.62
H 2.107717 -2.415775 4.177992 0.053 0.072 -0.362 0.23
H -4.741411 0.195483 -2.527249 0.288 -0.186 0.298 0.19
S -0.713212 -1.156959 -1.396465 0.287 -0.638 0.178 -0.35
H 3.266571 -1.386696 -0.560653 -0.173 -0.259 0.534 0.24
C 2.161333 0.703357 0.741812 0.365 -0.259 0.159 -0.20
C -4.599829 -0.382156 -1.599583 0.034 -0.001 -0.032 -0.07
C -2.159873 -0.340356 -1.601069 -0.543 0.151 0.163 0.03
H 1.570715 -0.181555 3.236215 0.176 -0.508 -0.255 0.23
C 1.731443 2.310534 -1.478499 0.526 0.289 -0.182 -0.52
H 0.075533 3.669172 1.225183 0.012 -0.104 -0.335 0.24
H -4.668368 0.324714 -0.757168 0.276 -0.213 -0.280 0.19
C 2.392632 -0.636490 1.277082 0.493 0.177 0.201 -0.09
S 1.410470 1.870103 1.736835 -0.885 -0.418 -0.200 0.41
S -2.224102 1.320590 -1.784249 -0.167 0.961 -0.041 -0.39
C 2.053196 -0.945544 2.613870 0.078 0.067 -0.019 -0.14
H 0.744264 4.187587 -1.145713 0.049 -0.223 0.088 0.25
C 2.987672 -3.170156 2.349936 -0.167 0.839 -0.433 -0.13
H -5.668881 -2.131830 -2.324598 0.051 0.107 -0.001 0.21
C 2.359191 -2.193163 3.138763 0.012 -0.137 0.055 -0.22
H 0.859220 1.717490 -1.787542 0.140 -0.024 0.022 0.30
O -3.317445 -1.061762 -1.595940 0.180 0.306 0.059 -0.53
H -0.355441 2.295937 0.146801 0.117 0.026 0.136 0.29
C 1.334757 3.463572 -0.568454 -0.131 -0.146 -0.062 -0.44
H -5.539478 -2.052537 -0.573983 0.052 0.124 -0.007 0.21
S 2.928494 1.151569 -0.716300 -0.779 -0.499 -0.340 0.44
H 2.296909 2.633494 -2.363197 -0.288 0.022 0.174 0.24
C 3.022806 -1.620631 0.483923 -0.001 0.112 -0.111 -0.13
H 2.213764 3.986579 -0.174875 -0.152 -0.065 -0.069 0.22

=====

30
Properties=species:S:1:pos:R:3:forces:R:3:nbo_charge:R:1 method="wB97M-V/def2-TZVPD" relative_energy_kj_mol=683.9 charge=0 homo_lumo_gap_ev="6.95 / 6.83" e_homo_ev="-6.913 / -7.706"
C 0.066843 3.370000 0.182218 1.273 0.408 -1.658 -0.49
C -1.622843 -1.836010 0.191300 -0.569 -0.763 -0.791 -0.19
C -0.978019 2.684428 -0.038944 -2.092 -1.486 -0.711 0.13
C -3.516283 0.138336 0.043244 2.111 -2.006 -0.534 -0.20
C -1.188068 -0.515637 0.034767 -0.144 1.794 -0.499 -0.11
H 3.908701 0.915816 -0.774178 -2.049 0.751 -0.822 0.23
C 2.582146 -0.236728 1.675427 -4.065 0.295 0.647 -1.08
H 2.002962 -2.865676 0.232607 -0.129 0.093 0.379 0.23
C -2.044390 1.977616 -0.328162 -0.780 0.491 0.135 -0.30
H -2.995427 2.549094 -0.702250 1.934 -1.208 0.722 0.24
H 2.656991 1.025278 -2.134911 0.237 -0.596 -1.868 0.24
H 3.513226 0.169602 1.782427 2.926 0.485 0.001 0.22
H 1.757162 -2.513052 -1.388868 -2.048 -1.291 -3.689 0.22
H -0.759499 -2.459358 0.290031 -0.224 -1.197 0.107 0.22
H 1.999377 0.501788 2.332608 0.211 -0.684 -1.239 0.24
Si 1.945143 -0.381728 -0.162401 0.265 -0.839 1.403 1.51
H -4.193018 0.876370 0.049680 -2.629 2.487 0.026 0.20
H 2.330124 1.893088 -0.853349 -1.060 3.118 1.648 0.23
C -2.943720 -2.168144 -0.076820 -0.504 -2.804 0.806 -0.23
H 3.406968 -2.392104 -0.752672 -1.560 0.134 0.007 0.23
C 2.785273 1.029087 -1.098643 2.889 -3.832 1.089 -1.07
C 0.138336 -0.355377 -0.226319 0.218 1.060 0.322 -0.31
H 0.207149 3.835844 1.096786 0.566 0.895 1.577 0.22
H -5.002458 -1.489330 -0.109004 1.922 0.720 0.003 0.22
C -3.892251 -1.179179 -0.068054 -2.614 -0.490 0.126 -0.20
C -2.195344 0.516251 -0.060540 -0.409 0.742 -0.183 -0.03
H -3.417635 -3.227036 -0.142007 1.630 1.676 0.171 0.22
H 0.742256 3.515934 -0.663818 0.133 0.124 0.469 0.22
C 2.279876 -2.226432 -0.596800 4.077 1.917 2.859 -1.04
H 2.426410 -1.152744 2.266643 0.482 0.005 -0.505 0.23

=====

40
Properties=species:S:1:pos:R:3:forces:R:3:lowdin_spin:R:1 method="wB97M-V/def2-TZVPD" relative_energy_kj_mol=154.9 charge=+2 spin_multiplicity=5 homo_lumo_gap_ev="7.53 / 7.90" e_homo_ev="-15.196 / -15.549"
N -0.875322 1.742081 3.316370 -1.439 -2.709 -0.192 0.00
H -2.133220 0.019691 4.167335 -0.673 -0.316 0.827 0.00
N -0.211464 2.741355 2.677581 0.942 0.987 -1.663 0.00
C 1.761557 -3.202618 -1.524742 -0.957 1.795 -0.344 0.01
H -1.487753 -2.686692 -2.246746 -0.265 -0.006 0.116 0.00
H -0.175797 3.549814 3.279187 0.461 0.095 0.167 0.00
C -0.583365 -3.245978 -2.453386 0.076 -0.688 1.118 0.00
H -0.541527 -3.364702 -3.520995 0.155 -0.262 -0.511 0.00
C 2.899574 -2.521415 -1.116429 -0.970 0.518 -0.401 0.01
H 0.713306 2.393498 2.379435 -0.591 0.598 0.641 0.00
H -3.676653 1.614325 -1.680643 1.874 0.175 0.366 0.00
O 1.268412 -1.748136 3.739782 -1.231 0.979 -2.455 0.03
H -0.641397 -4.240000 -1.947852 -0.131 0.691 -0.620 0.00
C -0.636600 3.279488 -1.664182 0.068 0.165 0.487 0.00
H 3.843193 -0.644229 -0.825731 -0.742 -0.023 -0.085 0.00
C 0.579109 -1.037404 -2.039197 2.832 -1.903 2.346 -0.01
C -1.941008 2.939793 -1.989883 -0.335 -0.628 -0.271 0.01
H 0.891165 2.936299 -0.204450 -0.571 -1.098 -0.333 0.00
C -0.580870 0.435071 3.099634 -0.238 1.248 2.507 0.01
H -0.268830 -0.507082 -2.422396 -0.278 0.106 -0.242 0.00
C 0.613927 -2.503130 -1.937115 -0.347 2.146 -0.810 0.02
C 1.752927 -0.352659 -1.498196 0.475 -0.364 -2.225 0.03
H 1.688497 -4.252329 -1.622495 0.304 -1.032 0.223 0.00
H -2.237418 0.009998 -0.092491 0.267 1.189 -1.416 0.00
N -0.630326 1.379252 -0.156078 0.610 -0.321 -1.846 0.01
C -2.577374 1.804135 -1.416818 -1.974 -0.373 -1.389 0.00
O 1.713672 -1.523813 1.553519 -1.661 -0.210 2.022 0.00
C -1.859967 0.914757 -0.672741 1.382 1.284 2.934 0.01
H -1.886426 1.891750 3.505204 1.135 0.381 -0.173 0.00
H 3.780171 -3.051334 -0.862853 0.719 -0.388 0.277 0.00
Br -2.893889 3.879215 -3.304489 0.192 0.035 0.370 0.00
H 1.873537 0.777066 -1.630922 -0.046 -1.578 0.015 0.01
C 2.894541 -1.135733 -1.101455 0.079 1.024 -0.207 0.02
H -0.188800 4.209899 -2.083736 -0.192 -1.043 0.450 0.00
H -1.302050 -1.406839 3.675857 -0.050 1.194 0.406 0.00
N -1.263938 -0.393592 3.907914 -0.099 -1.635 -1.314 0.00
Cr 0.776317 -0.034357 0.341423 -0.428 -0.618 1.551 3.78
N 0.484107 0.085292 2.380278 0.288 -1.571 0.433 0.01
C -0.016875 2.484889 -0.674877 -1.437 0.932 0.089 0.02
N 1.076861 -1.235634 2.667395 2.793 1.224 -0.849 0.01

=====

no.,DFT total energy (eV)
1,-59126.71825
2,-21612.09696
3,-125236.45609